Entry from the Open Molecules 2025 dataset: a structure of composition C33H32BrF5N5O2SeTa (the ωB97M-V functional and the def2-TZVPD basis).

Calculated values
- E_HOMO (eV) = -12.71
- gap between HOMO and LUMO (Eh) = 0.161
- net charge = +2

Element x y z (Å)
Ta1 2.058540 -0.602565 -0.361830
O1 6.033922 4.983542 -1.567052
C1 5.935229 4.087860 -2.410715
O2 6.339374 3.894107 -3.558542
C2 5.064712 2.898393 -1.889036
C3 4.576280 2.910628 -0.579389
C4 3.791300 1.879519 -0.150800
N1 3.457511 0.847111 -0.981656
C5 4.000680 0.791848 -2.232076
C6 4.799222 1.799660 -2.703547
C7 3.672744 -0.443571 -2.955050
C8 4.149709 -0.756770 -4.213286
C9 3.754987 -1.948145 -4.800064
C10 2.899579 -2.800202 -4.112918
C11 2.476019 -2.441746 -2.853266
N2 2.857370 -1.284357 -2.282682
C12 3.321410 1.680328 1.226444
C13 3.594094 2.538742 2.273569
C14 3.200305 2.179028 3.553771
C15 2.552418 0.967087 3.757976
C16 2.289005 0.164166 2.671602
N3 2.650992 0.520756 1.422740
H1 4.870111 3.756910 0.032110
H2 5.257256 1.806665 -3.686202
H3 4.815602 -0.078169 -4.725940
H4 4.114007 -2.211056 -5.786054
H5 2.573352 -3.737463 -4.539481
H6 1.827453 -3.083562 -2.271163
H7 4.124659 3.462303 2.092540
H8 3.414656 2.833331 4.388484
H9 2.258931 0.639976 4.745080
H10 1.787195 -0.787062 2.776687
C17 -4.549384 -2.771714 1.254029
C18 -4.526635 -3.350849 -0.157480
C19 -3.134947 -3.416391 -0.792748
C20 -2.659147 -2.152936 -1.500460
N4 -2.626957 -0.963750 -0.634196
C21 -1.691690 -0.655980 0.267878
Se1 -0.126281 -1.703139 0.526534
N5 -2.054883 0.431511 0.957198
C22 -1.408499 1.002136 2.144440
C23 -2.199825 0.722665 3.418578
C24 -2.246753 -0.749571 3.820459
C25 -0.922291 -1.275849 4.358706
C26 -3.275298 0.873775 0.453795
C27 -4.061334 1.975202 0.787737
C28 -5.225718 2.133860 0.069497
C29 -5.598818 1.234207 -0.944991
C30 -4.818802 0.148842 -1.277800
C31 -3.639800 -0.012111 -0.552423
H11 -5.544216 -2.856533 1.689963
H12 -4.279190 -1.713495 1.284416
H13 -3.860977 -3.317742 1.903691
H14 -5.207093 -2.794149 -0.808664
H15 -4.924718 -4.365216 -0.117586
H16 -3.113886 -4.198446 -1.555109
H17 -2.398610 -3.708840 -0.037036
H18 -3.309701 -1.898359 -2.335410
H19 -1.656617 -2.291603 -1.899451
H20 -1.307254 2.073936 1.969487
H21 -0.407509 0.576701 2.201688
H22 -3.211308 1.115646 3.305235
H23 -1.732094 1.308377 4.214877
H24 -2.576390 -1.358962 2.972392
H25 -3.016503 -0.872658 4.583057
H26 -0.133402 -1.234895 3.602518
H27 -1.009090 -2.316456 4.669727
H28 -0.594398 -0.698192 5.225208
H29 -3.778647 2.672895 1.563495
H30 -5.871303 2.973184 0.287940
H31 -6.522277 1.404425 -1.480904
H32 -5.111167 -0.532228 -2.064061
F1 -0.404579 -0.306304 -2.342968
C32 0.724564 0.386886 -2.037138
F2 1.304814 0.688676 -3.223170
C33 0.331961 1.718405 -1.368075
F3 1.118042 2.712856 -1.710799
F4 -0.926195 2.074977 -1.437569
F5 0.610780 1.455530 -0.005253
Br1 3.055402 -2.635613 0.470494

Forces on atoms 1 to 2 (eV/Å):
Ta -0.426 0.360 -0.146
O 0.001 -0.012 -0.016

Entry from the Open Molecules 2025 dataset: a structure of composition C33H32BrMnN2O4S3 in a non-equilibrium geometry (the ωB97M-V functional and the def2-TZVPD basis).

Calculated values
- E_HOMO (spin up / spin down) (eV) = -10.05 / -10.05
- gap between HOMO and LUMO (spin up / spin down) (Eh) = 0.276 / 0.278
- multiplicity = 2
- net charge = +1

Element x y z (Å)
Mn1 -0.539902 -1.074637 -1.084204
O1 -4.086132 -2.886623 -1.753555
C1 -4.716396 -2.838809 -0.556002
C2 -5.914102 -3.532034 -0.411740
C3 -6.592811 -3.508582 0.793410
C4 -6.096583 -2.785740 1.871565
C5 -4.906735 -2.094512 1.722456
C6 -4.197067 -2.119116 0.525988
C7 -2.859546 -1.418316 0.461722
O2 -2.413432 -1.118581 -0.799301
N1 -1.868050 -2.313028 1.092205
N2 -0.580322 -1.982697 0.879542
C8 0.320195 -2.370472 1.698535
C9 1.722609 -2.024149 1.557952
Br1 2.300286 -1.571848 -0.187329
C10 2.574081 -2.000402 2.577420
C11 3.982805 -1.555744 2.512512
C12 5.016936 -2.462789 2.308140
C13 6.329118 -2.015669 2.241714
C14 6.614358 -0.665718 2.385299
C15 5.585257 0.240470 2.599902
C16 4.272880 -0.201357 2.663875
H1 -3.350799 -2.230886 -1.685832
H2 -6.295448 -4.082837 -1.262144
H3 -7.525079 -4.051163 0.889594
H4 -6.637117 -2.752247 2.807947
H5 -4.519386 -1.505683 2.549705
H6 -2.926811 -0.495202 1.065825
H7 -2.114978 -2.750831 1.970396
H8 0.046622 -2.916192 2.600087
H9 2.178582 -2.297200 3.547110
H10 4.793740 -3.517013 2.195430
H11 7.130513 -2.725527 2.081035
H12 7.639002 -0.320344 2.333884
H13 5.806745 1.292886 2.725387
H14 3.463984 0.501581 2.837116
O3 0.229816 -0.385483 -2.827730
S1 0.802974 0.393723 -3.982342
C17 1.781977 1.687658 -3.198144
C18 0.960591 2.742646 -2.474877
C19 1.728017 3.368649 -1.312074
C20 1.798064 2.453745 -0.093533
S2 0.118045 2.120773 0.516448
O4 -0.268051 0.773494 -0.029041
C21 0.477537 1.863964 2.253815
C22 -0.063134 0.749756 2.867574
C23 0.143431 0.556656 4.227313
C24 0.872768 1.478722 4.960003
C25 1.383853 2.612674 4.339441
C26 1.181776 2.816084 2.984348
C27 -0.538841 1.356371 -4.639801
C28 -1.772930 1.347770 -4.011377
C29 -2.799280 2.107993 -4.555352
C30 -2.581868 2.855984 -5.702618
C31 -1.340284 2.843281 -6.327555
C32 -0.308811 2.082526 -5.801584
H15 2.437852 2.108169 -3.963524
H16 2.402823 1.100940 -2.514094
H17 0.042764 2.286751 -2.094873
H18 0.647887 3.510717 -3.181884
H19 1.238428 4.301847 -1.025622
H20 2.745981 3.628573 -1.615576
H21 2.382557 2.899348 0.708249
H22 2.207463 1.462646 -0.305764
H23 -0.635503 0.046577 2.280745
H24 -0.276500 -0.314380 4.715688
H25 1.033635 1.325508 6.019129
H26 1.939340 3.342949 4.913301
H27 1.559717 3.717642 2.517277
H28 -1.935720 0.754767 -3.121215
H29 -3.770711 2.110819 -4.078997
H30 -3.387066 3.445043 -6.121708
H31 -1.179580 3.415190 -7.231441
H32 0.656470 2.050216 -6.295272
S3 -0.998278 -4.027822 -2.693064
C33 -0.554223 -2.841472 -1.859914

Forces on atoms 1 to 2 (eV/Å):
Mn 1.189 -1.707 1.107
O 0.119 0.117 0.055

Entry from the Open Molecules 2025 dataset: a structure of composition C33H32F3N6O2S4SiSn (the ωB97M-V functional and the def2-TZVPD basis).

Calculated values
- E_HOMO (eV) = -4.02
- gap between HOMO and LUMO (Eh) = 0.226
- net charge = -1

Element x y z (Å)
Sn1 -0.379652 -0.701179 1.330614
C1 2.602352 4.182485 -0.447318
C2 3.076257 3.146375 0.561596
S1 1.806301 1.969162 1.081077
C3 1.517147 2.372654 2.814748
C4 0.687169 3.604598 3.126084
S2 -0.997328 3.552557 2.465664
C5 -1.017471 4.905811 1.275655
C6 -0.171718 4.727904 0.016848
S3 1.488640 5.453897 0.189303
H1 2.157838 3.700417 -1.320110
H2 3.467567 4.742229 -0.813927
H3 3.498270 3.640204 1.438093
H4 3.875371 2.557137 0.102997
H5 2.483332 2.462400 3.318423
H6 1.039651 1.476027 3.206162
H7 1.177219 4.501074 2.747578
H8 0.612933 3.700034 4.211655
H9 -0.788340 5.855864 1.766143
H10 -2.070360 4.956508 0.987921
H11 -0.665878 5.219294 -0.824033
H12 -0.074206 3.667338 -0.206293
N1 -4.342036 -1.875788 4.331905
C7 -3.022672 -1.797697 4.100925
N2 -2.821107 -1.391192 2.871292
C8 -4.066321 -1.239138 2.374988
N3 -5.035781 -1.517944 3.228211
C9 -4.299576 -0.794276 0.989233
C10 -5.585707 -0.738207 0.454076
N4 -5.806430 -0.332193 -0.788236
C11 -4.733314 0.017141 -1.493860
C12 -3.448659 -0.040949 -0.969930
N5 -3.227853 -0.449806 0.272937
H13 -4.823156 -2.170265 5.163550
H14 -2.254993 -2.027576 4.816646
H15 -6.437562 -1.033798 1.052758
H16 -4.888271 0.351960 -2.512940
H17 -2.593901 0.246964 -1.565529
C13 -0.328274 -5.312899 -3.023581
C14 -1.352465 -4.535720 -2.500494
C15 -1.070841 -3.282472 -1.986954
C16 0.226710 -2.761489 -1.985849
C17 1.238452 -3.562505 -2.512504
C18 0.967281 -4.823956 -3.026522
Si1 0.551595 -1.071951 -1.211396
C19 -0.218949 0.188692 -2.404812
C20 -0.276561 1.539456 -2.048329
C21 -0.889217 2.486152 -2.853748
C22 -1.480640 2.100112 -4.048321
C23 -1.439955 0.767631 -4.424939
C24 -0.814619 -0.172032 -3.614097
C25 2.422431 -0.768078 -1.312627
C26 3.281510 -1.322535 -0.360972
C27 4.643693 -1.064003 -0.379914
C28 5.184340 -0.229083 -1.347493
C29 4.352938 0.335834 -2.301510
C30 2.990592 0.063933 -2.280921
H18 -0.537975 -6.304045 -3.405781
H19 -2.363893 -4.919352 -2.466071
H20 -1.879284 -2.704401 -1.550689
H21 2.259022 -3.199911 -2.518984
H22 1.776462 -5.427336 -3.419686
H23 0.157826 1.851080 -1.105620
H24 -0.913525 3.522661 -2.540719
H25 -1.970855 2.830558 -4.680241
H26 -1.893776 0.448913 -5.354879
H27 -0.799579 -1.207713 -3.927532
H28 2.886664 -1.945415 0.429367
H29 5.278505 -1.503910 0.378591
H30 6.247302 -0.018292 -1.356202
H31 4.760734 0.986686 -3.066330
H32 2.356180 0.514717 -3.036111
F1 3.646978 -2.288607 3.551928
C31 2.538522 -2.201473 4.302622
F2 2.817862 -1.342516 5.306480
F3 2.340609 -3.407438 4.864606
C32 1.272664 -1.739823 3.515828
O1 1.464061 -1.539326 2.283227
O2 0.254631 -1.606583 4.170886
S4 -1.533725 -5.532922 1.352798
C33 -1.165139 -3.941570 1.298762
N6 -0.926045 -2.799094 1.243824

Forces on atoms 1 to 2 (eV/Å):
Sn -0.180 0.192 -0.081
C 0.089 -0.012 -0.122

Electronic energy for every record listed, in sequence, given in eV: -196802.904 -179769.742 -112983.464.
Energy relative to the best compared isomer or geometry (same formula, charge and spin) for every record listed, in sequence, given in kJ/mol: 5.5 32.9 41.7.